Entry from the Open Molecules 2025 dataset: a 3-piece molecular cluster, C35H68BBrFN4O6 overall at a distorted geometry (ωB97M-V/def2-TZVPD).

Positions of all 116 atoms, in Å:
1 C -0.863 -4.965 5.367
2 C 1.182 2.900 -6.392
3 H 0.535 2.305 -7.036
4 H -3.151 5.548 2.981
5 H -2.627 1.535 -0.849
6 C -2.198 3.607 -0.326
7 H 4.258 -5.855 3.935
8 C 0.336 3.990 -5.725
9 H -4.223 3.116 0.221
10 H -3.713 3.903 2.749
11 C -1.450 4.740 -1.032
12 H -1.324 -8.903 3.342
13 H -1.702 5.729 -0.665
14 H 3.018 -7.068 4.656
15 F -0.737 -7.343 0.421
16 H 2.653 5.304 -2.554
17 N 1.002 4.548 -4.497
18 C -2.224 -7.236 2.261
19 H -1.455 2.922 -6.196
20 O 2.546 -4.993 4.846
21 H 4.343 5.165 -4.969
22 H 2.832 -3.109 -1.014
23 O -0.011 0.472 3.547
24 H 1.803 6.771 -3.044
25 H -0.760 0.164 4.070
26 H -0.348 4.705 -7.626
27 C -1.662 -6.501 1.062
28 C 2.424 -4.481 2.395
29 H -0.777 2.499 -4.614
30 C 0.463 -5.080 0.905
31 C 0.066 5.131 -6.708
32 C 2.230 5.399 -4.679
33 H 2.102 -1.764 2.340
34 C -0.351 -3.688 4.709
35 H -1.202 -7.366 4.177
36 H 1.433 -1.959 3.941
37 H -0.693 6.009 2.826
38 C 0.336 -2.944 2.300
39 C 0.601 -4.935 -0.620
40 C 1.968 6.479 -5.738
41 C -3.137 4.708 2.282
42 H -0.371 4.609 -0.960
43 H -2.808 -8.055 1.836
44 H 0.253 5.096 1.646
45 C 2.560 6.053 -3.342
46 H 1.978 3.286 -7.021
47 H 3.044 -5.020 1.679
48 O -1.087 -4.886 2.761
49 H 2.985 -3.639 2.797
50 H 1.641 -3.438 0.818
51 N -1.942 -2.782 3.167
52 H 1.028 6.810 -7.642
53 H -4.879 5.263 1.155
54 C -1.215 3.552 3.397
55 C 2.046 -5.167 -1.115
56 H 2.919 6.962 -5.972
57 H 0.103 -6.629 6.182
58 C 3.446 4.552 -5.061
59 H -3.422 6.044 0.600
60 H 2.025 5.379 -7.606
61 C -1.684 4.242 2.125
62 C -3.659 4.002 -0.088
63 H 2.438 -3.671 -2.645
64 H -1.066 2.132 -1.438
65 H 3.547 3.700 -4.387
66 H -2.278 -2.612 2.225
67 H -1.896 2.761 3.696
68 O -1.859 2.060 1.358
69 H 0.920 -6.040 1.137
70 C -0.743 -3.584 3.224
71 H 2.616 -5.591 -0.284
72 H -1.584 -4.353 0.857
73 H 3.513 6.576 -3.440
74 H -0.834 -2.827 5.207
75 H -0.152 -7.683 2.815
76 O 0.533 0.012 1.313
77 H -0.214 -2.509 1.463
78 C -3.818 5.094 0.969
79 H -1.089 6.114 1.127
80 H 3.861 -4.281 -1.830
81 Br -0.158 -3.240 -1.225
82 H 0.706 -3.575 4.885
83 C 2.101 -5.415 3.560
84 C 1.310 5.960 -7.018
85 C -0.996 -5.118 1.377
86 C 2.824 -3.981 -1.675
87 H -0.023 -5.123 7.275
88 C -0.968 3.322 -5.305
89 H -4.082 4.331 -1.040
90 N 1.247 -3.972 1.598
91 H -0.233 3.112 3.229
92 C 3.240 -6.099 4.224
93 N -1.573 3.247 0.994
94 C -1.163 -7.836 3.196
95 B 0.514 -0.379 2.615
96 H -1.647 4.023 -4.829
97 H -2.567 2.665 -2.207
98 O 0.162 5.102 -3.721
99 H 1.158 -5.948 3.521
100 H -0.704 5.785 -6.287
101 H -0.024 -5.702 -1.066
102 C -0.752 5.435 1.901
103 H 1.998 -5.938 -1.885
104 C -2.108 2.401 -1.253
105 C 1.159 -1.805 2.899
106 H -1.147 4.269 4.215
107 H -2.467 -6.330 0.347
108 H 1.621 2.236 -5.646
109 H 3.421 4.182 -6.080
110 H -2.930 -6.600 2.795
111 H -1.703 4.731 -2.091
112 C -0.222 -5.595 6.310
113 H 0.020 0.834 1.180
114 H -1.867 -1.907 3.669
115 H 1.325 7.248 -5.301
116 H -1.853 -5.313 5.067

Calculated values
- HOMO level (spin up / spin down) (eV) = -9.6 / -10.3
- <S²> = 2.008
- energy relative to the best compared isomer or geometry (same formula, charge and spin) (kcal per mole) = 0.0
- total charge = +1
- spin multiplicity = 3
- Kohn-Sham gap (spin up / spin down) (eV) = 7.564 / 8.200
- LUMO (spin up / spin down) (eV) = -2.070 / -2.071

Entry from the Open Molecules 2025 dataset: C35H69BeBr3Cl4IN2NaO10S2Si2 as an isolated structure at a distorted geometry (ωB97M-V/def2-TZVPD).

Positions of all 130 atoms, in Å:
1 C 1.540 -2.961 -3.437
2 H -2.287 -2.720 -0.987
3 O 5.932 -5.082 -0.685
4 C 1.099 -11.446 1.842
5 C 3.497 2.046 -2.841
6 H 2.155 -10.893 -0.014
7 C 3.207 1.295 -1.526
8 C -2.440 5.677 2.646
9 N 1.362 0.543 3.436
10 H 2.068 0.789 5.369
11 H -6.028 1.523 -4.008
12 H 4.367 -2.751 -1.853
13 H 0.236 -10.633 3.696
14 Cl -1.896 9.481 3.188
15 H 4.493 0.274 2.655
16 H -3.749 7.064 -4.708
17 H -7.936 6.417 7.663
18 C 2.277 2.779 -3.421
19 C -4.294 7.079 -3.767
20 O -0.960 -4.143 -4.701
21 C -0.568 0.013 1.288
22 C 2.226 -9.388 1.570
23 H 0.711 -1.719 -5.032
24 O -0.297 -3.484 -6.970
25 O 1.012 -5.155 -5.730
26 H -1.849 6.205 6.427
27 H -4.162 6.319 5.522
28 C 2.027 -0.016 4.630
29 Cl -3.463 8.741 0.855
30 H 1.207 -3.970 -3.182
31 Si 2.601 -1.216 -0.298
32 C -2.750 -0.538 0.212
33 H 0.070 5.779 4.921
34 Br -5.028 8.149 6.122
35 H 2.632 -2.954 -3.368
36 H 1.162 -12.528 1.931
37 C -0.629 3.335 -2.905
38 C -4.394 0.194 -4.378
39 Br -5.611 0.608 -1.755
40 H 1.535 -8.779 0.972
41 Cl -6.551 3.509 -2.375
42 H 3.896 1.689 -0.775
43 H 4.475 -2.138 1.086
44 H -3.741 7.656 -3.034
45 H 3.310 -3.416 0.644
46 C -3.515 5.915 3.493
47 H -4.521 5.962 3.094
48 H -2.161 -1.196 2.213
49 H 1.299 -3.194 -0.896
50 H 4.578 -0.343 -1.417
51 H 3.901 1.549 3.779
52 C 1.206 -10.736 3.184
53 H 1.122 -0.898 -2.870
54 H -4.860 -0.785 -4.322
55 H -0.510 2.652 -3.753
56 O 0.406 4.295 -2.818
57 N 3.687 -5.282 -1.069
58 H 3.850 1.335 -3.593
59 H -0.690 3.133 -0.735
60 C -1.150 5.630 3.160
61 Be -0.839 -10.774 5.595
62 H 3.337 -0.603 -2.622
63 C -3.455 9.618 2.390
64 C -5.090 1.240 -3.547
65 O 1.734 -9.431 2.917
66 H -2.229 0.184 -0.412
67 C 1.671 3.792 -2.449
68 H 3.895 -0.557 5.452
69 H -4.195 9.163 3.040
70 C 0.878 -1.918 -2.561
71 C 1.118 -2.121 -1.041
72 H -3.625 -0.108 0.687
73 H -0.311 5.457 2.498
74 H 1.549 2.021 -3.732
75 H -5.273 7.524 -3.930
76 H 0.175 -2.677 -7.219
77 H -0.319 0.344 0.278
78 H 3.132 -5.335 -0.223
79 C 4.346 0.557 3.697
80 H 5.774 -2.619 -0.713
81 C 1.208 -2.684 -4.926
82 H -2.609 5.534 1.585
83 C -0.937 5.815 4.521
84 S 0.192 -3.993 -5.541
85 Si 1.064 -0.457 2.062
86 Cl -3.897 11.312 2.148
87 H 1.407 -0.785 5.092
88 H -1.917 2.236 -1.611
89 S -3.288 -1.827 -0.956
90 H -6.486 6.861 7.511
91 H 0.151 -11.198 1.360
92 C 4.768 -2.999 -0.866
93 H -4.356 0.521 -5.415
94 O -4.023 5.354 -2.151
95 C 3.508 -0.222 -1.612
96 H 3.562 -1.469 4.002
97 H 0.163 -1.912 -0.555
98 C -2.012 6.053 5.367
99 H -4.478 2.121 -3.400
100 H 5.337 0.619 4.148
101 H -0.202 -2.023 -2.713
102 O -7.081 6.358 8.097
103 Na 0.547 -5.500 2.853
104 C 2.259 -10.821 1.066
105 C -1.693 -1.031 1.242
106 H 2.550 3.334 -4.322
107 H 1.683 3.414 -1.420
108 O -5.135 4.903 -4.060
109 C -4.487 5.627 -3.242
110 C 4.890 -4.512 -0.848
111 C 3.478 -0.472 4.444
112 O 2.206 -0.123 0.917
113 I 0.947 -2.849 2.794
114 H 3.199 -11.297 1.351
115 C 3.832 -2.526 0.293
116 C -3.302 6.104 4.853
117 H 2.338 4.658 -2.447
118 H 1.878 1.358 3.114
119 C -0.867 2.533 -1.629
120 Br -2.520 -0.035 -3.872
121 H -0.935 0.883 1.837
122 H 2.123 -2.682 -5.519
123 H 4.300 2.778 -2.722
124 H 3.207 -8.913 1.559
125 H -1.537 3.904 -3.114
126 H 1.896 -11.254 3.858
127 H 2.209 1.490 -1.133
128 H 3.097 -4.826 -1.761
129 H -0.270 1.615 -1.597
130 H -1.346 -2.000 0.882

Calculated values
- HOMO level (eV) = -6.0
- energy relative to the best compared isomer or geometry (same formula, charge and spin) (kcal per mole) = 0.0
- Kohn-Sham gap (eV) = 1.489
- LUMO (eV) = -4.469